16
Properties=species:S:1:pos:R:3:lowdin_charge:R:1 method="wB97M-V/def2-TZVPD" fmax_ev_per_a=4.122 homo_energy_ev=-8.77 gap_ev=8.704 molar_mass_g_mol=133.1 multiplicity=1 de_lowest_kcal_mol=93.1
H -0.759 0.110 -1.780 0.1852
C 0.407 1.591 1.661 -0.0244
O 1.354 -1.606 1.295 0.0440
C 0.359 0.888 0.413 -0.2223
O 0.533 2.239 0.359 0.0378
H 1.325 1.608 2.252 0.1259
H -1.939 0.835 0.199 0.1121
N 0.821 -2.473 -0.727 0.1738
C 1.037 -1.451 0.118 -0.4913
C 0.732 -0.096 -0.451 -0.2274
H -0.530 1.801 2.184 0.1170
H 0.987 -3.421 -0.418 0.1186
O -2.475 0.746 -0.719 -0.0890
H -2.473 1.639 -1.080 0.0460
H 0.308 -2.331 -1.586 0.1045
O 0.313 -0.080 -1.722 -0.0103